[1]
The following is a DFT calculation (ωB97M-V/def2-TZVPD) of a 3-piece molecular cluster, C43H91ClIN6O4P overall.

The multiplicity is 3. The largest force on an atom is 0.944 eV Å⁻¹. The HOMO-LUMO gap (spin up / spin down) is 8.65 / 8.66 eV. As for the net charge: 0.

CARTESIAN COORDINATES (ANGSTROEM)
1 I -6.565 -1.459 4.847
2 Cl -4.236 2.474 4.750
3 P -7.084 2.002 1.557
4 O -7.444 1.184 2.949
5 O -2.667 -0.791 1.982
6 O 6.245 -0.711 2.707
7 O 1.374 -0.878 -5.414
8 N 0.144 -0.586 -5.645
9 N 7.231 -0.467 1.921
10 N -7.586 1.188 -2.071
11 N -6.104 2.809 -1.276
12 N -5.703 1.134 0.988
13 N -5.153 1.088 -2.481
14 C -6.232 1.394 -1.525
15 C 2.670 0.621 1.013
16 C -2.700 1.492 2.650
17 C -2.931 0.095 4.850
18 C -0.788 -5.207 1.058
19 C 3.660 1.343 3.271
20 C -2.094 -0.322 -4.517
21 C -1.471 -0.064 -7.504
22 C 7.523 -1.608 0.992
23 C -2.858 1.459 4.174
24 C -1.169 2.682 -0.160
25 C 8.248 -1.146 -0.280
26 C 9.228 -0.876 3.303
27 C -0.285 1.443 -4.310
28 C -6.072 0.446 -0.275
29 C 8.379 0.200 2.615
30 C -2.422 -1.683 0.902
31 C 9.221 1.038 1.624
32 C -0.978 -3.762 0.582
33 C -3.027 0.928 0.287
34 C -0.570 -0.060 -4.438
35 C 9.609 -2.039 2.391
36 C -6.325 3.531 2.256
37 C -0.527 2.226 -5.597
38 C 2.563 0.548 2.539
39 C 0.910 -0.487 -7.971
40 C 0.251 1.610 -6.759
41 C -0.049 -0.786 -3.204
42 C -0.049 0.120 -6.954
43 C -4.920 0.298 1.955
44 C 6.195 -2.219 0.557
45 C 2.591 2.028 0.416
46 C 0.373 -3.014 0.581
47 C 0.323 2.807 -0.530
48 C 1.253 2.744 0.690
49 C 8.369 -2.644 1.737
50 C -5.501 -1.136 1.978
51 C -2.018 -3.048 1.450
52 C -5.265 -2.023 3.208
53 C -5.543 -3.516 2.900
54 C 7.819 1.149 3.670
55 C -3.355 0.444 1.713
56 C -1.544 1.207 -0.020
57 H 4.155 0.714 4.014
58 H -0.620 -0.446 -2.344
59 H -3.960 -0.256 4.912
60 H -3.425 0.239 -0.449
61 H -2.345 -1.027 -5.307
62 H -7.551 0.474 -2.790
63 H 4.441 1.678 2.587
64 H 8.652 1.680 4.134
65 H -1.339 3.227 0.774
66 H 1.568 0.856 2.877
67 H 5.655 -2.658 1.393
68 H -0.284 -5.208 2.029
69 H -5.228 0.153 -2.864
70 H -1.595 2.265 -5.830
71 H -1.504 0.322 -8.523
72 H 0.511 3.705 -1.124
73 H -2.459 -0.759 -3.588
74 H 7.752 -3.117 2.508
75 H -7.026 4.340 2.022
76 H -1.991 1.981 4.579
77 H -2.988 2.482 2.285
78 H 1.323 1.735 -6.580
79 H 10.120 -2.805 2.977
80 H 7.150 1.883 3.218
81 H -3.291 -1.777 0.240
82 H -8.358 1.342 3.200
83 H 3.255 2.206 3.805
84 H 3.634 0.177 0.733
85 H -4.663 -4.123 3.117
86 H -5.323 -0.302 -0.521
87 H 0.753 -1.563 -8.059
88 H -1.733 -5.747 1.131
89 H -0.208 3.260 -5.455
90 H 9.273 -0.830 -0.108
91 H -7.024 -0.085 -0.175
92 H 8.665 -1.270 4.155
93 H -1.623 1.371 2.500
94 H -5.830 -3.657 1.855
95 H 0.341 -2.131 1.225
96 H 0.552 1.952 -1.183
97 H -6.937 3.185 -0.843
98 H -2.898 -3.692 1.513
99 H 8.652 -3.430 1.032
100 H -1.739 -1.120 -7.536
101 H -2.663 0.594 -4.684
102 H 1.950 -0.316 -7.703
103 H -2.231 0.467 -6.936
104 H 8.281 -1.976 -0.985
105 H 10.323 -1.713 1.629
106 H 5.554 -1.467 0.094
107 H -5.295 3.006 -0.704
108 H -6.350 -3.924 3.506
109 H -5.371 3.767 1.781
110 H -7.866 2.040 -2.550
111 H 9.397 2.034 2.029
112 H -0.184 -1.865 -3.298
113 H 1.194 -3.660 0.895
114 H -4.254 -1.918 3.589
115 H -1.353 -3.797 -0.449
116 H -5.235 1.777 -3.219
117 H 7.272 0.621 4.447
118 H -5.147 0.710 2.943
119 H -1.604 -1.304 0.277
120 H 6.390 -3.001 -0.178
121 H -0.889 0.738 0.723
122 H 1.904 -0.017 0.557
123 H -6.218 3.484 3.338
124 H 0.758 1.584 -4.007
125 H -1.771 3.122 -0.962
126 H -2.576 0.188 5.880
127 H 0.725 -0.032 -8.945
128 H -5.224 -1.710 1.090
129 H 0.022 2.132 -7.692
130 H -6.585 -0.998 1.916
131 H -3.571 1.861 0.136
132 H 0.737 2.237 1.510
133 H 8.709 1.178 0.675
134 H 10.195 0.592 1.421
135 H 2.655 -0.506 2.818
136 H 0.627 -2.654 -0.421
137 H 3.424 2.620 0.809
138 H 2.759 1.947 -0.663
139 H -0.905 1.839 -3.500
140 H 7.709 -0.324 -0.755
141 H -2.299 -0.629 4.338
142 H 1.005 -0.587 -3.016
143 H -1.617 -2.922 2.462
144 H -1.300 0.732 -0.971
145 H 1.469 3.762 1.028
146 H 10.123 -0.399 3.709
147 H -0.126 -5.735 0.366



[2]
The following is a DFT calculation (ωB97M-V/def2-TZVPD) of C6H11AgF6N5O12S6 as an isolated structure at a distorted geometry.

The largest force on an atom is 12.034 eV Å⁻¹. Its energy relative to the best compared isomer or geometry (same formula, charge and spin) is 103.7 kcal/mol. The HOMO-LUMO gap is 8.73 eV. As for the net charge: -1.

CARTESIAN COORDINATES (ANGSTROEM)
1 Ag 1.250 1.306 0.646
2 S 2.942 4.332 0.755
3 S 1.532 -1.026 -2.461
4 S -1.740 1.741 1.739
5 S 2.766 -1.328 -0.523
6 S 4.587 2.817 1.255
7 S -1.394 0.096 3.240
8 F 0.013 -0.659 3.541
9 F -1.179 2.367 0.312
10 F 0.796 0.179 -3.159
11 F 4.492 1.201 1.282
12 F 2.426 -0.956 1.017
13 F 1.280 4.422 0.678
14 O 4.930 2.921 2.636
15 O -1.637 0.818 4.477
16 O 5.559 3.024 0.193
17 O 2.352 -2.762 -0.505
18 O -3.056 1.294 1.263
19 O 3.304 4.989 -0.460
20 O 0.383 -2.004 -2.497
21 O 2.662 -1.142 -3.387
22 O 3.189 5.081 1.953
23 O 4.188 -1.111 -0.729
24 O -2.328 -0.934 2.927
25 O -1.735 2.965 2.495
26 N 2.896 2.880 0.878
27 N -2.748 -1.204 -0.974
28 N -0.589 0.767 1.905
29 N -1.336 -2.519 0.226
30 N 1.663 -0.235 -1.179
31 C -2.482 -3.246 -0.088
32 C -2.676 -0.210 -3.391
33 C -1.493 -1.236 -0.296
34 C -3.315 -2.472 -0.940
35 C -0.190 -3.104 1.014
36 C -3.210 -0.084 -1.857
37 H -4.219 -2.626 -1.510
38 H -2.561 -4.277 0.225
39 H -0.596 -3.511 1.940
40 H -2.412 -1.245 -3.606
41 H 0.490 -2.259 1.121
42 H 0.355 -3.926 0.551
43 H -2.935 0.831 -1.332
44 H -0.789 -0.421 -0.228
45 H -1.735 0.340 -3.403
46 H -3.412 0.272 -4.035
47 H -4.288 -0.147 -1.710



[3]
The following is a DFT calculation (ωB97M-V/def2-TZVPD) of C4H9NO2 in the gas phase.

The largest force on an atom is 0.505 eV Å⁻¹. Its energy relative to the best compared isomer or geometry (same formula, charge and spin) is 53.7 kcal/mol. The HOMO-LUMO gap is 10.13 eV. As for the net charge: 0.

CARTESIAN COORDINATES (ANGSTROEM)
1 O -1.257 1.398 -1.787
2 O 0.184 -1.896 0.175
3 N 1.360 -0.632 1.809
4 C -1.406 0.411 -0.774
5 C 0.627 -0.632 0.596
6 C 1.110 0.244 -0.499
7 C -0.220 0.555 0.148
8 H -0.555 -2.137 0.746
9 H 1.054 -0.162 -1.503
10 H 2.275 -0.216 1.775
11 H -1.970 1.284 -2.426
12 H 0.871 -0.490 2.674
13 H 1.944 0.914 -0.317
14 H -2.357 0.550 -0.232
15 H -1.406 -0.601 -1.204
16 H -0.254 1.411 0.819



[4]
The following is a DFT calculation (ωB97M-V/def2-TZVPD) of a 8-piece molecular cluster, C48H114N7O18 overall at a distorted geometry.

The multiplicity is 2. The largest force on an atom is 4.351 eV Å⁻¹. The HOMO-LUMO gap (spin up / spin down) is 6.88 / 4.87 eV. As for the net charge: +6.

CARTESIAN COORDINATES (ANGSTROEM)
1 O -4.474 2.342 -0.001
2 O -7.940 -2.452 2.583
3 O -1.511 2.263 -3.427
4 O 8.947 4.538 0.368
5 O 0.530 -2.396 -0.376
6 O 1.866 -5.529 -1.928
7 O 4.713 -2.998 -1.077
8 O -3.594 0.961 4.059
9 O -2.224 -7.533 0.709
10 O 5.187 2.746 -1.663
11 O -2.446 -2.023 0.354
12 O -1.342 6.849 0.202
13 O -1.872 -1.107 -3.832
14 O -7.943 -0.285 -1.435
15 O -1.577 2.333 1.211
16 O -0.225 4.418 4.367
17 O 1.104 2.030 0.007
18 O 6.232 -6.610 1.362
19 N -3.847 3.141 2.486
20 N 7.445 3.956 -1.830
21 N -0.128 4.677 1.520
22 N -6.479 -1.973 0.425
23 N 4.203 -4.583 1.606
24 N -0.188 -5.659 -0.065
25 N 0.177 0.323 -4.508
26 C 4.651 -2.417 0.274
27 C 0.371 -1.221 -4.514
28 C 3.962 2.030 -1.443
29 C -2.811 -0.176 3.954
30 C 3.153 -5.538 -2.454
31 C -3.171 -1.774 -3.745
32 C 7.136 -7.708 1.383
33 C -8.373 0.800 -2.287
34 C -4.592 3.771 0.194
35 C -6.588 -0.659 -1.725
36 C -0.859 -2.074 -4.033
37 C -5.728 -2.329 1.724
38 C -2.026 7.964 -0.375
39 C -2.930 2.087 4.562
40 C 6.456 4.321 -2.945
41 C -3.037 -8.446 1.592
42 C -2.504 -6.202 1.116
43 C -1.573 -5.089 0.369
44 C -1.562 -1.099 0.259
45 C 3.684 -3.152 1.307
46 C 1.079 4.479 2.436
47 C -4.113 2.000 -1.332
48 C 0.544 5.099 5.367
49 C 0.357 1.056 0.186
50 C -1.984 0.148 0.664
51 C -2.036 3.174 -4.396
52 C -8.751 -2.452 3.781
53 C -0.144 2.385 -3.199
54 C 5.105 3.764 -2.579
55 C -0.078 -1.293 -0.157
56 C -1.152 1.265 0.785
57 C 9.751 5.287 1.290
58 C -5.802 -0.833 -0.406
59 C 5.020 -2.065 -2.134
60 C -4.650 4.172 1.672
61 C 5.325 -4.697 2.649
62 C 0.529 0.993 -3.149
63 C -0.829 5.814 -0.633
64 C 0.639 3.641 3.578
65 C 0.794 -0.247 -0.138
66 C 8.831 4.597 -2.005
67 C 1.313 -6.846 -1.733
68 C -3.337 3.486 3.884
69 C -6.641 -2.053 2.930
70 C -0.145 -6.593 -1.276
71 C 5.878 -6.102 2.668
72 C 9.666 4.330 -0.838
73 C 0.331 5.259 0.187
74 H 1.456 5.459 2.727
75 H -3.000 0.268 1.012
76 H 1.803 3.955 1.812
77 H 0.916 6.038 4.959
78 H -5.555 -3.403 1.652
79 H 6.666 -5.976 3.411
80 H -0.264 5.478 5.993
81 H 4.411 -1.164 -2.061
82 H 0.756 4.412 -0.351
83 H 0.791 0.723 -5.202
84 H 6.048 -1.733 -2.275
85 H -1.212 -2.806 -4.760
86 H -4.070 5.042 1.978
87 H 3.958 -5.867 -1.797
88 H -3.345 -1.929 -4.809
89 H 10.738 4.899 1.541
90 H -2.747 8.390 0.322
91 H 6.861 4.083 -3.928
92 H 1.321 4.465 5.794
93 H 5.967 -3.828 2.501
94 H -7.773 1.679 -2.050
95 H 3.615 -2.817 2.341
96 H -1.356 -4.276 1.061
97 H 0.535 -4.969 -0.210
98 H 4.941 -4.401 3.626
99 H -1.954 4.260 -4.361
100 H 3.548 1.689 -2.392
101 H -7.469 -1.800 0.523
102 H -0.431 6.287 -1.531
103 H 3.123 2.643 -1.112
104 H -2.768 -8.291 2.636
105 H -3.904 0.931 -1.292
106 H -4.927 2.182 -2.034
107 H -4.097 -8.195 1.541
108 H -1.831 -0.049 3.495
109 H -5.666 4.001 2.028
110 H 9.246 4.137 -2.903
111 H -8.637 -3.472 4.148
112 H -3.158 -2.695 -3.162
113 H -2.639 7.722 -1.244
114 H -9.767 -2.285 3.426
115 H 1.138 5.961 0.398
116 H 1.372 -7.383 -2.680
117 H 0.332 -6.258 0.560
118 H 4.081 1.185 -0.765
119 H 6.427 5.411 -2.913
120 H 10.538 4.983 -0.862
121 H -6.651 -1.564 -2.329
122 H 0.081 2.750 -2.197
123 H -3.537 -6.077 0.792
124 H -1.515 3.025 -5.342
125 H 6.777 -8.518 2.018
126 H -9.415 0.998 -2.037
127 H 4.759 -2.651 -3.016
128 H 7.607 2.960 -1.851
129 H 1.539 3.348 4.118
130 H -2.668 -9.464 1.466
131 H -3.025 2.840 1.983
132 H -0.828 5.335 1.830
133 H -3.407 -0.789 3.278
134 H -4.491 2.365 2.541
135 H 3.315 -4.505 -2.763
136 H 4.074 -1.524 0.030
137 H 0.385 -1.275 -5.603
138 H 3.144 -6.277 -3.256
139 H 7.201 -8.105 0.370
140 H 5.573 -2.170 0.799
141 H 5.110 -6.780 3.039
142 H -6.568 -2.875 -0.020
143 H 7.123 4.210 -0.907
144 H -1.216 8.620 -0.693
145 H -3.745 4.343 -0.187
146 H -5.996 0.053 -2.300
147 H -2.492 4.118 3.612
148 H 3.510 -5.261 1.892
149 H -8.575 -1.670 4.520
150 H -1.853 2.091 4.393
151 H -5.885 0.063 0.208
152 H 2.702 -3.070 0.839
153 H 0.406 3.001 -3.911
154 H 9.292 5.194 2.274
155 H -3.097 2.949 -4.504
156 H -0.604 3.792 1.421
157 H 1.590 0.857 -2.937
158 H -6.667 -0.988 3.161
159 H -0.696 -7.514 -1.085
160 H 1.862 -0.363 -0.246
161 H -2.140 -4.588 -0.416
162 H -4.840 -1.716 1.871
163 H -3.155 2.416 -1.646
164 H 8.158 -7.486 1.690
165 H 4.618 -4.980 0.775
166 H -4.027 3.934 4.599
167 H -3.929 -1.034 -3.489
168 H -2.512 -5.954 2.178
169 H -0.805 0.463 -4.700
170 H 9.792 6.340 1.014
171 H -2.989 2.138 5.650
172 H 1.881 -7.353 -0.954
173 H -0.003 0.409 -2.398
174 H 1.257 -1.395 -3.904
175 H 8.636 5.653 -2.191
176 H 0.107 2.729 3.306
177 H -0.640 -2.665 -3.144
178 H 4.621 3.376 -3.474
179 H -4.792 -1.215 -0.557
180 H -5.495 4.181 -0.258
181 H -6.249 -2.489 3.849
182 H -1.466 4.954 -0.840
183 H -8.286 0.483 -3.327
184 H 10.269 3.435 -0.989
185 H -0.695 -5.984 -1.993
186 H 4.440 4.545 -2.209
187 H -2.661 -0.636 4.931



[5]
The following is a DFT calculation (ωB97M-V/def2-TZVPD) of C41H46N7S3SbSeTl as an isolated structure at a distorted geometry.

The largest force on an atom is 12.070 eV Å⁻¹. The HOMO-LUMO gap is 5.59 eV. As for the net charge: +1.

CARTESIAN COORDINATES (ANGSTROEM)
1 Tl 0.243 1.261 2.412
2 Sb 1.579 4.217 2.730
3 Se -0.749 -0.455 0.696
4 S 4.941 0.681 -0.174
5 S 2.104 1.261 0.798
6 S 6.652 0.278 -2.561
7 N -0.211 -2.208 -1.364
8 N -1.510 -3.074 0.273
9 N 3.855 0.551 -2.512
10 N 2.052 1.274 3.686
11 N -0.667 2.549 3.847
12 N 2.818 0.823 -1.632
13 N -0.402 2.691 0.847
14 C -1.311 -6.147 -1.786
15 C -2.090 1.292 -0.280
16 C 0.226 4.057 -1.463
17 C 3.806 -0.137 -6.238
18 C -0.491 -3.498 -1.654
19 C 5.118 0.474 -1.916
20 C 1.996 -1.070 4.448
21 C 1.638 0.610 -5.543
22 C -0.230 -0.123 -2.736
23 C -1.275 -4.024 -0.660
24 C -2.282 3.088 5.520
25 C 0.563 3.656 0.892
26 C 0.607 -1.274 -2.155
27 C -2.301 -3.213 1.508
28 C 4.066 2.524 3.414
29 C 3.245 0.917 -0.418
30 C 2.491 0.185 -6.551
31 C -2.133 0.515 -4.267
32 C -0.094 3.770 3.960
33 C 4.801 1.415 3.835
34 C 4.143 0.232 4.176
35 C 0.885 4.361 -0.271
36 C -1.055 2.372 -0.303
37 C -4.565 -1.008 1.207
38 C -1.699 -5.357 -0.690
39 C -0.602 4.702 4.868
40 C -1.741 2.181 4.596
41 C -3.796 -3.452 1.212
42 C -1.705 4.354 5.652
43 C 2.673 2.438 3.335
44 C 2.109 0.719 -4.230
45 C 3.441 0.414 -3.880
46 C -0.748 3.058 -1.487
47 C 2.745 0.177 4.094
48 C -0.835 -1.976 -0.173
49 C -4.474 -2.318 0.423
50 C -0.516 -5.602 -2.815
51 C -1.333 -0.640 -3.670
52 C -2.320 0.813 4.414
53 C -0.094 -4.263 -2.757
54 C 4.271 -0.028 -4.918
55 H 0.604 0.860 -5.763
56 H -0.149 5.680 4.965
57 H -1.544 0.051 4.640
58 H -5.102 -0.251 0.598
59 H -1.623 -7.182 -1.839
60 H -2.617 1.105 -3.460
61 H 2.684 -1.883 4.764
62 H -2.541 1.137 -1.283
63 H -2.297 -5.788 0.099
64 H 0.519 -3.860 -3.550
65 H 2.132 0.098 -7.572
66 H 4.717 -0.626 4.502
67 H -2.210 -2.309 2.142
68 H -2.654 0.691 3.362
69 H -4.338 -3.601 2.171
70 H 1.087 -1.797 -3.007
71 H -3.136 2.819 6.128
72 H 0.468 4.600 -2.369
73 H -3.188 0.645 5.085
74 H -0.461 0.042 3.631
75 H -0.878 -1.227 -4.497
76 H -3.563 -0.606 1.446
77 H -5.512 -2.637 0.188
78 H -2.029 -1.298 -3.106
79 H -0.685 0.477 -1.924
80 H 4.481 -0.483 -7.016
81 H -2.895 1.565 0.434
82 H -2.922 0.114 -4.937
83 H 0.450 0.544 -3.310
84 H -1.468 1.180 -4.858
85 H 1.408 1.059 -3.467
86 H -3.942 -2.149 -0.538
87 H -2.112 5.062 6.361
88 H -1.897 -4.060 2.101
89 H 5.880 1.473 3.900
90 H 4.574 3.444 3.156
91 H 1.292 -0.856 5.279
92 H -0.225 -6.221 -3.654
93 H -1.622 0.340 0.049
94 H -5.128 -1.166 2.152
95 H 1.634 5.141 -0.249
96 H -3.914 -4.382 0.625
97 H 5.295 -0.330 -4.750
98 H -1.256 2.825 -2.414
99 H 1.425 -0.873 -1.519
100 H 1.420 -1.417 3.565



| no. | DFT total energy (a.u.) |
| --- | --- |
| 1 | -3421.6446 |
| 2 | -4547.0375 |
| 3 | -363.0000 |
| 4 | -3632.1690 |
| 5 | -5981.3682 |